Model 1:
Formula: C7H8O2
Source: the Open Molecules 2025 dataset
Level of theory: ωB97M-V/def2-TZVPD

## Properties
**Orbital gap**: 9.07 eV
**SMILES**: COc1ccccc1O

```
17
C7H8O2, DFT ωB97M-V/def2-TZVPD
C -2.4361 -0.1623 1.3760
C -0.2702 0.3407 0.4425
C 0.9403 0.2899 1.2058
C 2.2031 -0.0286 0.5765
C 2.2657 -0.4037 -0.7561
C 1.1511 -0.3047 -1.6064
C -0.1225 -0.0525 -0.8995
H -2.5477 -0.5030 0.2627
H -1.9010 -1.1037 1.8426
H -3.2836 0.4000 1.7571
H 0.8259 0.5216 2.2861
H 3.1432 -0.0217 1.1132
H 3.1758 -0.5212 -1.2907
H 0.9274 -0.5374 -2.6177
H -1.2851 -0.4404 -2.5679
O -1.3527 0.8597 1.1735
O -1.3277 -0.3430 -1.5258
```



Model 2:
Formula: C7H8O2
Source: the Open Molecules 2025 dataset
Level of theory: ωB97M-V/def2-TZVPD

## Properties
**Orbital gap**: 9.54 eV
**SMILES**: C#CC(=O)[C@@]1(O)C[C@H]1C

```
17
C7H8O2, DFT ωB97M-V/def2-TZVPD
C 1.3091 1.5319 -0.4192
C 0.1120 1.2055 0.4605
C 0.3011 0.0827 1.5349
C -0.8924 0.1107 0.5847
C -1.1383 -0.9455 -0.5943
C -0.1119 -1.8418 -1.0912
C 0.6892 -2.6982 -1.3728
H 1.0932 1.9601 -1.3100
H 2.2014 1.9986 0.1006
H 1.6142 0.5544 -0.8903
H -0.5120 2.1182 0.8119
H 0.9789 -0.6750 1.0224
H 0.0059 0.2303 2.6153
H -2.7005 0.2236 0.4229
H 1.3808 -3.3495 -1.8510
O -2.0767 0.5775 1.0163
O -2.2542 -1.0836 -1.0407
```



Model 3:
Formula: C7H8O2
Source: the Open Molecules 2025 dataset
Level of theory: ωB97M-V/def2-TZVPD

## Properties
**Orbital gap**: 9.50 eV
**SMILES**: O=C1CC#CCC1.C=O

```
17
C7H8O2, DFT ωB97M-V/def2-TZVPD
C 0.5309 -0.7855 -0.1337
C 1.8928 -0.5453 -0.4419
C -0.5283 -0.1150 -0.0261
C 1.7925 0.8428 -1.1301
C -0.8493 1.1146 -0.7408
C 0.5691 1.7614 -0.9198
C -2.3635 -2.2628 2.3288
O 2.7688 1.1124 -1.7883
O -3.0263 -1.2805 2.1593
H 2.4526 -0.5799 0.4838
H -1.1819 1.0536 -1.7520
H -1.5850 1.6989 -0.1072
H 0.7779 2.3102 -0.0748
H 0.5212 2.3699 -1.9739
H 2.3588 -1.4446 -0.9864
H -1.2540 -2.0563 2.4165
H -2.8763 -3.1937 2.6866
```



Short version: model 3 is the least stable of them.